(1)
DFT (ωB97M-V/def2-TZVPD) results for a 5-piece molecular cluster, C41H82ClN6O6 overall.

The value obtained for the calculated total energy is -2851.25152 Eh. The HOMO energy (spin up / spin down) comes out at -0.13530 / -0.13530 hartree.

ORCA input file:
```
! RIJCOSX wB97M-V def2-TZVPD def2/J DEFGRID3
* xyz -1 5
C -5.686 1.484 3.614
C -6.154 1.013 2.121
Cl -7.949 1.457 2.002
C -6.017 -0.588 2.092
C -5.073 -1.131 0.885
N -3.652 -0.696 1.096
N -3.017 -0.432 -0.140
C -5.230 -2.754 0.948
O -6.370 -3.270 0.660
O -4.188 -3.562 1.346
H -6.065 2.536 3.836
H -4.547 1.381 3.640
H -6.167 0.711 4.323
H -5.495 1.548 1.361
H -7.056 -1.061 1.993
H -5.586 -0.976 3.089
H -5.434 -0.754 -0.141
H -3.614 0.187 1.630
H -3.571 0.293 -0.648
H -2.071 -0.059 0.080
C 0.179 -5.154 -1.374
C -0.335 -3.754 -1.807
C -0.774 -3.787 -3.289
C 0.390 -3.797 -4.276
C 1.370 -2.668 -3.978
C 1.856 -2.664 -2.515
N 0.725 -2.736 -1.535
O 0.126 -1.510 -1.506
C 2.830 -3.845 -2.295
C 2.749 -1.418 -2.295
C -1.609 -3.541 -0.946
H 0.915 -5.077 -0.567
H -0.627 -5.783 -0.987
H 0.625 -5.717 -2.197
H -1.396 -2.910 -3.507
H -1.406 -4.661 -3.474
H 0.902 -4.763 -4.255
H 0.002 -3.681 -5.295
H 2.223 -2.747 -4.660
H 0.884 -1.713 -4.215
H 3.132 -3.915 -1.246
H 3.743 -3.714 -2.887
H 2.430 -4.812 -2.596
H 2.234 -0.483 -2.527
H 3.631 -1.450 -2.943
H 3.104 -1.366 -1.261
H -1.365 -3.499 0.120
H -2.317 -4.362 -1.091
H -2.149 -2.629 -1.211
C 4.178 1.318 3.586
C 3.775 -0.014 4.274
C 4.802 -1.119 3.930
C 4.662 -1.669 2.514
C 3.225 -2.092 2.231
C 2.202 -0.975 2.519
N 2.382 -0.370 3.876
O 1.905 -1.259 4.789
C 2.312 0.120 1.430
C 0.778 -1.548 2.310
C 3.907 0.292 5.789
H 3.303 1.945 3.387
H 4.841 1.919 4.216
H 4.716 1.167 2.650
H 4.691 -1.955 4.631
H 5.821 -0.740 4.068
H 4.994 -0.928 1.780
H 5.326 -2.532 2.393
H 3.146 -2.416 1.187
H 2.996 -2.976 2.837
H 1.652 0.963 1.654
H 2.018 -0.268 0.449
H 3.321 0.508 1.293
H 0.576 -2.420 2.936
H 0.639 -1.874 1.275
H 0.016 -0.792 2.521
H 3.196 1.064 6.099
H 4.913 0.653 6.025
H 3.750 -0.592 6.412
C 6.552 -0.666 -8.385
C 6.123 -1.799 -7.413
C 6.839 -3.117 -7.789
C 6.266 -3.798 -9.027
C 4.754 -3.961 -8.909
C 4.030 -2.639 -8.591
N 4.635 -1.920 -7.428
O 4.261 -2.579 -6.299
C 4.041 -1.732 -9.844
C 2.524 -2.939 -8.377
C 6.675 -1.342 -6.037
H 5.769 0.091 -8.486
H 7.439 -0.135 -8.027
H 6.809 -1.034 -9.379
H 6.772 -3.823 -6.952
H 7.907 -2.932 -7.945
H 6.520 -3.233 -9.929
H 6.730 -4.783 -9.147
H 4.367 -4.390 -9.840
H 4.544 -4.702 -8.128
H 3.603 -0.755 -9.625
H 3.453 -2.178 -10.653
H 5.032 -1.571 -10.265
H 2.348 -3.671 -7.585
H 2.079 -3.357 -9.286
H 1.972 -2.028 -8.130
H 6.198 -0.413 -5.709
H 7.752 -1.159 -6.094
H 6.537 -2.095 -5.258
C -5.022 6.689 8.303
C -4.717 5.960 6.967
C -3.987 6.917 5.996
C -4.899 7.960 5.357
C -6.123 7.303 4.728
C -6.886 6.391 5.709
N -5.989 5.418 6.403
O -5.665 4.448 5.507
C -7.633 7.263 6.746
C -8.033 5.687 4.938
C -3.715 4.846 7.368
H -5.907 6.272 8.793
H -4.203 6.585 9.021
H -5.169 7.763 8.177
H -3.520 6.338 5.191
H -3.170 7.428 6.517
H -5.205 8.707 6.097
H -4.343 8.506 4.588
H -6.788 8.082 4.341
H -5.797 6.725 3.855
H -8.120 6.642 7.503
H -8.414 7.861 6.264
H -6.997 7.983 7.259
H -7.675 5.111 4.082
H -8.741 6.421 4.540
H -8.593 5.013 5.594
H -4.177 4.126 8.051
H -2.844 5.273 7.875
H -3.325 4.301 6.505
*
```

These are the Löwdin partial charges, in e, on atoms 1 to 2: -0.1544, -0.6704

(2)
DFT (ωB97M-V/def2-TZVPD) results for a 9-piece molecular cluster, C41H82N7O37S8 overall.

The value obtained for the calculated total energy is -7962.89019 Eh. The HOMO energy comes out at -0.42979 hartree.

ORCA input file:
```
! RIJCOSX wB97M-V def2-TZVPD def2/J DEFGRID3
* xyz 1 1
C 5.867 -2.478 4.268
C 5.069 -1.122 3.806
C 3.460 -1.477 3.735
C 2.706 -0.027 3.372
O 2.759 0.352 1.978
C 1.577 0.039 1.168
O 0.983 -1.154 1.768
C 1.078 -2.395 1.070
C 0.232 -3.536 1.955
C 2.245 -0.220 -0.347
C 3.756 -0.922 -0.262
C 4.999 0.133 -0.334
N 5.480 0.487 -1.724
C 6.083 -0.690 -2.459
C 5.540 -0.560 -4.036
C 6.643 1.492 -1.599
C 7.260 2.331 -2.898
O 7.266 1.748 -0.416
N 2.518 1.109 -1.084
C 1.123 1.668 -1.446
C 0.678 1.375 -2.990
C -0.084 -0.013 -3.317
N -1.579 -0.039 -2.933
C -0.009 1.414 -0.302
C -1.330 2.381 -0.369
C -1.080 3.949 -0.742
N -2.458 4.522 -1.135
N 0.529 1.186 1.134
C 0.934 2.439 1.830
C 2.121 3.369 1.192
O 1.815 4.503 0.499
N 3.625 3.190 1.388
C 4.091 3.745 2.722
C 4.347 3.858 0.227
O -0.560 0.545 1.652
C -1.068 0.976 2.907
N -1.445 1.481 4.065
H 7.011 -2.314 3.966
H 5.397 -3.375 3.640
H 5.717 -2.601 5.422
H 5.231 -0.238 4.582
H 5.418 -0.692 2.749
H 3.182 -2.334 2.988
H 3.128 -1.716 4.855
H 3.397 0.767 3.945
H 1.662 0.086 3.916
H 0.515 -2.375 0.017
H 2.148 -2.867 0.923
H -0.837 -3.700 1.508
H 0.854 -4.554 1.942
H 0.199 -3.102 3.066
H 1.519 -0.779 -1.081
H 3.791 -1.660 -1.199
H 3.902 -1.599 0.681
H 5.923 -0.403 0.201
H 4.742 1.055 0.337
H 5.837 -1.727 -1.975
H 7.251 -0.542 -2.455
H 4.887 0.435 -4.125
H 4.837 -1.440 -4.351
H 6.449 -0.392 -4.781
H 8.293 1.821 -3.188
H 7.564 3.400 -2.462
H 6.522 2.400 -3.803
H 2.874 0.771 -2.029
H 1.343 2.845 -1.438
H 1.625 1.454 -3.707
H -0.033 2.268 -3.330
H -0.101 -0.121 -4.507
H 0.406 -0.999 -2.928
H -1.724 -1.015 -2.546
H -2.162 -0.019 -3.810
H -0.456 0.336 -0.580
H -2.022 2.369 0.576
H -2.007 1.943 -1.251
H -0.780 4.509 0.240
H -0.387 4.151 -1.663
H -2.253 5.497 -1.476
H -2.926 4.679 -0.194
H 1.291 2.309 2.962
H 0.034 3.226 1.901
H 4.606 4.789 2.502
H 3.262 3.803 3.546
H 4.970 3.034 3.095
H 4.365 5.048 0.315
H 5.468 3.521 0.256
H 3.927 3.509 -0.834
C -4.735 -2.751 2.753
C -4.219 -4.041 3.386
O -4.306 -5.023 2.356
S -4.060 -4.302 0.914
O -2.674 -4.492 0.545
O -5.160 -4.638 0.041
O -4.245 -2.761 1.414
H -5.830 -2.742 2.716
H -4.382 -1.862 3.282
H -4.806 -4.342 4.257
H -3.166 -3.945 3.672
C -6.113 -9.698 1.230
C -7.330 -9.481 2.126
O -7.196 -8.151 2.621
S -6.457 -7.236 1.491
O -7.474 -6.524 0.751
O -5.325 -6.581 2.103
O -5.909 -8.456 0.558
H -5.219 -9.914 1.824
H -6.271 -10.501 0.506
H -7.372 -10.197 2.950
H -8.259 -9.535 1.549
C 6.674 7.798 -4.416
C 6.747 6.774 -3.286
O 7.012 5.529 -3.929
S 7.915 5.800 -5.260
O 9.300 5.562 -4.921
O 7.262 5.179 -6.389
O 7.683 7.412 -5.347
H 5.706 7.755 -4.925
H 6.852 8.817 -4.061
H 5.820 6.722 -2.711
H 7.583 6.990 -2.612
C -8.548 -2.985 -0.604
C -9.720 -3.743 0.014
O -10.886 -3.048 -0.422
S -10.608 -2.424 -1.903
O -11.162 -3.329 -2.885
O -10.916 -1.013 -1.869
O -8.987 -2.601 -1.906
H -8.325 -2.075 -0.038
H -7.648 -3.601 -0.672
H -9.671 -3.767 1.105
H -9.774 -4.767 -0.370
C -11.355 -12.268 5.164
C -10.112 -12.204 6.048
O -9.168 -11.433 5.309
S -9.969 -10.328 4.415
O -9.959 -9.073 5.133
O -9.539 -10.453 3.042
O -11.456 -10.982 4.555
H -11.236 -13.013 4.371
H -12.259 -12.490 5.738
H -9.710 -13.194 6.273
H -10.321 -11.674 6.984
C 9.874 3.365 -7.322
C 9.947 2.341 -6.193
O 10.212 1.096 -6.835
S 11.115 1.367 -8.166
O 12.500 1.129 -7.827
O 10.462 0.746 -9.295
O 10.883 2.978 -8.254
H 8.905 3.322 -7.831
H 10.052 4.384 -6.968
H 9.020 2.288 -5.617
H 10.783 2.557 -5.518
C -0.242 4.762 5.147
C -1.459 4.978 6.043
O -1.326 6.308 6.539
S -0.586 7.223 5.409
O -1.604 7.936 4.668
O 0.546 7.878 6.021
O -0.038 6.004 4.476
H 0.651 4.545 5.742
H -0.401 3.958 4.423
H -1.502 4.262 6.868
H -2.388 4.924 5.466
C -5.575 6.177 -4.396
C -6.383 5.763 -3.169
O -5.607 6.187 -2.051
S -4.792 7.541 -2.454
O -5.540 8.679 -1.968
O -3.392 7.336 -2.162
O -5.005 7.443 -4.067
H -4.757 5.474 -4.585
H -6.197 6.260 -5.291
H -6.558 4.685 -3.130
H -7.343 6.289 -3.133
*
```

These are the Löwdin partial charges, in e, on atoms 1 to 2: -0.1394, -0.2704

(3)
DFT (ωB97M-V/def2-TZVPD) results for a 3-piece molecular cluster, C41H87FN4O7P2 overall.

The value obtained for the calculated total energy is -3142.46677 Eh. The HOMO energy (spin up / spin down) comes out at -0.30064 / -0.30064 hartree.

ORCA input file:
```
! RIJCOSX wB97M-V def2-TZVPD def2/J DEFGRID3
* xyz 0 3
C 2.088 -0.532 3.426
C 1.384 -1.859 3.758
C 1.477 -2.874 2.604
C 1.846 -4.303 3.042
C 0.733 -5.162 3.679
C -0.615 -5.163 2.951
C -0.535 -5.947 1.629
C -0.738 -5.083 0.370
C 0.384 -5.192 -0.673
C 1.278 -3.930 -0.657
C 1.838 -3.472 -2.007
C 1.947 -1.954 -2.151
C 2.237 -1.195 -0.845
C 2.583 0.269 -1.141
C 2.209 1.287 -0.039
O 1.189 2.148 -0.544
C -0.099 1.990 -0.111
F -0.501 3.105 0.633
O -0.852 1.892 -1.259
C -2.267 1.986 -1.200
C -2.990 0.955 -0.313
C -3.265 1.406 1.119
O -2.270 -0.283 -0.247
C 3.377 2.166 0.432
C 2.905 3.111 1.588
N 3.165 4.518 1.315
C 2.179 5.156 0.433
O 3.801 2.870 -0.718
C 5.178 3.105 -0.985
P 6.155 4.222 0.109
N 6.104 5.728 -0.325
P 4.642 1.003 1.155
O 5.493 1.566 2.237
H 1.983 0.190 4.242
H 3.165 -0.693 3.269
H 1.665 -0.070 2.513
H 0.336 -1.650 4.006
H 1.866 -2.292 4.648
H 2.266 -2.534 1.914
H 0.544 -2.862 2.021
H 2.300 -4.848 2.199
H 2.647 -4.198 3.794
H 1.092 -6.206 3.663
H 0.603 -4.911 4.743
H -1.349 -5.627 3.627
H -0.985 -4.145 2.759
H -1.275 -6.760 1.627
H 0.448 -6.438 1.581
H -1.691 -5.375 -0.094
H -0.842 -4.027 0.665
H -0.026 -5.320 -1.682
H 0.992 -6.084 -0.456
H 0.685 -3.121 -0.192
H 2.128 -4.108 0.016
H 1.235 -3.861 -2.839
H 2.839 -3.918 -2.138
H 0.984 -1.570 -2.531
H 2.678 -1.703 -2.936
H 3.038 -1.694 -0.274
H 1.323 -1.210 -0.224
H 3.630 0.376 -1.453
H 1.985 0.569 -2.014
H 1.833 0.735 0.841
H -0.216 1.109 0.539
H -2.593 3.004 -0.929
H -2.561 1.823 -2.245
H -3.971 0.779 -0.791
H -2.342 1.455 1.723
H -3.682 2.424 1.112
H -3.946 0.713 1.622
H -2.307 -0.722 -1.102
H 3.433 2.847 2.515
H 1.829 2.914 1.757
H 3.157 5.001 2.208
H 2.589 6.107 0.066
H 1.997 4.513 -0.432
H 1.220 5.360 0.939
H 5.192 3.685 -1.924
H 5.711 2.160 -1.186
H 7.411 3.617 -0.089
H 5.797 3.895 1.411
H 5.746 6.331 0.409
H 5.358 0.484 0.065
H 3.841 -0.083 1.544
C 4.164 -0.852 -8.534
C 2.878 -1.059 -7.711
C 1.679 -0.390 -8.392
C 1.697 1.134 -8.307
C 1.853 1.599 -6.861
C 3.064 0.985 -6.152
N 3.012 -0.507 -6.320
O 2.229 -1.081 -5.472
C 4.371 1.578 -6.695
C 3.004 1.286 -4.661
C 2.637 -2.560 -7.589
H 4.292 -1.688 -9.222
H 4.147 0.055 -9.135
H 5.043 -0.819 -7.890
H 0.762 -0.761 -7.923
H 1.658 -0.718 -9.435
H 2.495 1.547 -8.929
H 0.763 1.527 -8.714
H 1.947 2.687 -6.812
H 0.951 1.333 -6.300
H 5.232 1.050 -6.282
H 4.433 2.621 -6.383
H 4.446 1.562 -7.777
H 2.056 0.976 -4.231
H 3.116 2.361 -4.513
H 3.808 0.776 -4.127
H 3.457 -3.044 -7.056
H 2.580 -2.980 -8.595
H 1.711 -2.782 -7.066
C -6.639 3.112 5.694
C -5.935 1.893 5.065
C -6.385 1.685 3.619
C -7.810 1.151 3.486
C -7.996 -0.116 4.321
C -7.591 0.057 5.788
N -6.207 0.635 5.834
O -5.286 -0.255 5.686
C -8.606 0.936 6.531
C -7.553 -1.294 6.492
C -4.437 2.153 5.100
H -6.027 4.001 5.543
H -7.614 3.318 5.256
H -6.768 2.981 6.768
H -5.699 0.980 3.139
H -6.284 2.636 3.088
H -8.537 1.914 3.776
H -8.013 0.923 2.437
H -9.037 -0.449 4.291
H -7.392 -0.920 3.888
H -8.250 1.167 7.536
H -9.542 0.385 6.622
H -8.831 1.870 6.025
H -6.922 -2.006 5.967
H -8.569 -1.691 6.533
H -7.179 -1.191 7.511
H -4.080 2.247 6.127
H -4.240 3.089 4.575
H -3.880 1.360 4.615
*
```

These are the Löwdin partial charges, in e, on atoms 1 to 2: -0.1150, -0.2377

no.,largest force on an atom (eV Å⁻¹)
1,5.8
2,12.2
3,1.0